Below is a structure of composition C46H42Cl3GeMoN3O5P2S6 at a distorted geometry, with properties calculated with ωB97M-V/def2-TZVPD.

The geometry in XYZ format:
```
109
Properties=species:S:1:pos:R:3
Mo -0.63893 0.00839 -0.30400
S 1.31490 -0.65496 2.94966
P 0.97278 1.24844 2.54530
C 0.40750 1.27756 0.80366
P 1.41848 2.12582 -0.43389
S 0.77908 0.92013 -1.97678
C 3.16394 1.81484 -0.17099
C 3.58772 0.49206 -0.02863
C 4.92583 0.23538 0.20445
C 5.82923 1.28726 0.29769
C 5.40195 2.59940 0.14572
C 4.06476 2.87479 -0.08539
C 1.12569 3.82544 -0.91467
C 0.40086 4.73776 -0.15583
C 0.26166 6.03740 -0.61321
C 0.84053 6.41886 -1.81618
C 1.54851 5.49860 -2.58108
C 1.69360 4.19649 -2.13703
C -0.32451 1.97100 3.57586
C -0.28938 1.66709 4.93494
C -1.21020 2.25918 5.78442
C -2.14191 3.16154 5.28266
C -2.16007 3.47369 3.93108
C -1.25178 2.87557 3.07023
C 2.40775 2.30295 2.84230
C 3.59136 1.75448 3.32242
C 4.63855 2.60166 3.65208
C 4.50495 3.97503 3.50067
C 3.31431 4.51734 3.03359
C 2.25744 3.68414 2.71108
H 2.87624 -0.32225 -0.10910
H 5.26680 -0.78443 0.31976
H 6.87310 1.08240 0.49358
H 6.10986 3.41438 0.20951
H 3.72601 3.89579 -0.20020
H -0.05779 4.43838 0.77697
H -0.29763 6.75374 -0.02703
H 0.74401 7.44084 -2.15623
H 1.99461 5.79486 -3.52030
H 2.23631 3.46997 -2.73198
H 0.45610 0.98262 5.32222
H -1.18791 2.02854 6.84131
H -2.85434 3.63116 5.94767
H -2.87068 4.19435 3.54871
H -1.26747 3.10722 2.01024
H 3.68543 0.68343 3.44435
H 5.55925 2.18823 4.04112
H 5.32679 4.62911 3.75967
H 3.20153 5.58956 2.94380
H 1.31095 4.10074 2.38744
C -7.58713 0.67600 -7.27727
C -7.13256 -0.02404 -6.01012
S -5.36557 0.27178 -5.71552
O -4.70506 0.78344 -6.88186
O -5.18138 1.01180 -4.48183
C -4.63970 -1.38246 -5.40071
C -3.10788 -1.26964 -5.43369
N -2.45731 -1.36868 -4.11736
C -1.94967 -0.37149 -3.37661
N -1.42605 -0.86334 -2.22687
C -1.60986 -2.22157 -2.26380
C -2.25107 -2.54041 -3.41473
N -2.68700 -3.86023 -3.79339
O -2.41955 -4.73632 -2.99696
O -3.28620 -3.99062 -4.83844
C -1.97183 1.03989 -3.82180
H -8.61266 0.38564 -7.50267
H -6.96055 0.39760 -8.12200
H -7.56049 1.75801 -7.16603
H -7.22299 -1.10803 -6.09016
H -7.64319 0.33265 -5.11800
H -4.99042 -2.03464 -6.19767
H -5.02213 -1.72207 -4.43929
H -2.83677 -0.31917 -5.89364
H -2.70962 -2.06969 -6.04865
H -1.24652 -2.90967 -1.52348
H -1.39026 1.15688 -4.73932
H -1.56438 1.70572 -3.06924
H -2.99967 1.33585 -4.04255
O -1.07997 -1.24051 0.76348
C -1.17435 -2.49781 1.45596
C -1.46620 -2.23358 2.90851
C -1.72204 -0.99072 3.48753
C -2.07203 -1.09882 4.82705
C -2.11414 -2.41688 5.25540
S -1.71586 -3.53453 4.03260
C -2.39699 -3.24232 0.96004
C -3.62471 -2.66384 0.73266
C -4.57449 -3.60573 0.29309
C -4.05849 -4.86926 0.22231
S -2.41451 -4.94100 0.66954
C 0.12101 -3.24412 1.18995
C 0.81093 -4.14411 1.93648
C 2.01588 -4.57320 1.30952
C 2.21797 -3.99658 0.10248
S 0.91853 -2.95203 -0.32516
H -1.65902 -0.05558 2.95471
H -2.28937 -0.25350 5.46249
H -2.36669 -2.77465 6.24344
H -3.82967 -1.61150 0.88045
H -5.60047 -3.36476 0.05818
H -4.55874 -5.77372 -0.08653
H 0.51012 -4.49791 2.91053
H 2.69864 -5.28112 1.75461
H 3.03537 -4.13467 -0.58648
Cl -3.82956 1.48281 1.68843
Ge -2.88340 1.32309 -0.21269
Cl -4.37606 0.45268 -1.45338
Cl -2.48507 3.31786 -0.89663
```

HOMO energy (spin up / spin down) in eV: -15.986 / -15.676
Total charge: +3
⟨S²⟩: 0.786
Multiplicity: 2
HOMO-LUMO gap (spin up / spin down) in eV: 6.073 / 4.789
Total energy in eV: -242594.8833

Below is a cluster of 2 separate species, C7H10 in total at a distorted geometry, with properties calculated with ωB97M-V/def2-TZVPD.

The geometry in XYZ format:
```
17
Properties=species:S:1:pos:R:3
C 0.14354 -0.58109 -0.55595
C 0.98175 0.26711 -0.13422
C 2.55810 2.07098 0.73991
C -0.93384 -1.33451 -0.79642
C 2.02363 2.85449 1.80664
C -0.96660 -2.26047 -2.01331
C -2.18479 -1.25383 0.17419
H 2.55443 2.63160 -0.23683
H 1.85734 3.99707 1.79664
H 2.79996 2.68270 2.64869
H 1.28869 2.24661 2.27503
H -1.92876 -2.57379 -2.33113
H -0.45380 -3.07695 -1.56952
H -0.30513 -1.81046 -2.96154
H -1.94223 -0.47700 0.83020
H -2.38008 -2.18182 0.68662
H -3.11221 -1.20063 -0.35899
```

HOMO energy in eV: -6.981
Multiplicity: 1
HOMO-LUMO gap in eV: 5.793
Total energy in eV: -7411.3546

Below is an isolated molecule of C10H11NO at a distorted geometry, with properties calculated with ωB97M-V/def2-TZVPD.

The geometry in XYZ format:
```
23
Properties=species:S:1:pos:R:3
C 1.07529 2.34726 1.12814
C 1.81341 1.49890 2.00844
C 0.28439 1.74941 0.12976
C 1.79159 0.14548 1.89956
C 0.19437 0.38891 0.12007
C 0.92017 -0.44273 0.94907
C -1.67627 -1.23930 0.01346
C -0.36829 -1.95359 -0.29201
C -0.69828 -0.42740 -0.73740
C -0.78790 0.11054 -2.18843
N 0.73598 -1.76308 0.64264
O -1.99323 -0.36032 -2.81978
H 1.33579 3.37161 1.07450
H 2.58183 2.00045 2.52568
H -0.45420 2.35134 -0.47705
H 2.22417 -0.57534 2.50711
H -2.53880 -1.66243 -0.38812
H -1.85802 -0.88323 1.03527
H -0.28288 -2.95406 -0.90689
H -0.05600 -0.23399 -2.91304
H -0.90712 1.28337 -1.97624
H 1.39051 -2.37840 0.89482
H -2.72651 -0.37339 -2.22955
```

HOMO energy in eV: -7.619
SMILES string: OC[C@@]12C[C@@H]1Nc1ccccc12
Multiplicity: 1
HOMO-LUMO gap in eV: 8.507
Total energy in eV: -14083.4147

Below is a cluster of 2 separate species, C2H4N2O2 in total at a distorted geometry, with properties calculated with ωB97M-V/def2-TZVPD.

The geometry in XYZ format:
```
10
Properties=species:S:1:pos:R:3
N -1.37985 -0.54353 -1.01697
C -0.73322 -0.09952 0.16025
O -1.04450 -0.13629 1.33140
N 0.53883 0.28015 -0.30414
C 1.39548 1.01020 0.48268
O 2.41234 1.50258 0.05614
H -2.25301 -1.01753 -1.24403
H -0.74968 -2.26567 0.30645
H 0.77978 0.17052 -1.28905
H 1.03385 1.09909 1.51727
```

HOMO energy (spin up / spin down) in eV: -10.480 / -10.523
Multiplicity: 1
HOMO-LUMO gap (spin up / spin down) in eV: 7.738 / 9.414
Total energy in eV: -9209.2184

Below is a cluster of 2 separate species, C10H13NO in total, with properties calculated with ωB97M-V/def2-TZVPD.

The geometry in XYZ format:
```
25
Properties=species:S:1:pos:R:3
C 1.01457 -2.69237 1.96663
C 1.60942 -0.90402 0.29934
C -0.36031 -0.12961 -0.38951
C 0.68205 -1.63888 0.96667
C -0.60776 -1.15746 0.53358
C -1.41507 0.55522 -1.00182
C -2.69427 0.12563 -0.72268
C -1.90373 -1.63329 0.75175
C -2.93416 -0.98081 0.11428
N 0.99643 0.00811 -0.54050
H 1.42460 0.83577 -0.93465
H 2.69184 -0.90785 0.37078
H -1.19158 1.32805 -1.72860
H 0.43057 -2.62510 2.88497
H 2.06513 -2.63714 2.24957
H -3.54867 0.53677 -1.23793
H -2.03833 -2.48988 1.39708
H -3.95218 -1.35524 0.18296
H 0.81837 -3.70115 1.58492
C 2.21054 3.84805 -0.46287
O 1.83403 2.74609 -1.29179
H 2.08082 2.92276 -2.20538
H 1.74918 4.77767 -0.79155
H 3.29338 3.92953 -0.40394
H 1.87880 3.59585 0.53939
```

HOMO energy in eV: -7.522
SMILES string: Cc1c[nH]c2ccccc12.CO
Multiplicity: 1
HOMO-LUMO gap in eV: 8.070
Total energy in eV: -14118.3880

Below is a cluster of 2 separate species, C5H7N5O3P in total at a distorted geometry, with properties calculated with ωB97M-V/def2-TZVPD.

The geometry in XYZ format:
```
21
Properties=species:S:1:pos:R:3
C 1.85648 0.30440 -1.40482
C -0.78473 -2.21003 1.06823
C 0.58647 -1.18753 -0.36282
C 0.74713 1.05844 0.66688
C 0.18139 -0.30979 0.60069
N 1.42312 -0.93054 -1.34815
N 1.61876 1.23439 -0.51237
N -0.73657 -0.89414 1.41487
N -0.06660 -2.36092 -0.05750
N 0.64426 1.85031 1.66083
O -2.24509 -0.71352 -0.64582
O -2.23106 1.57947 0.03283
O -0.84374 1.02404 -2.13926
P -1.56009 0.50802 -0.96503
H 2.63473 0.35567 -2.19415
H -1.43103 -2.97788 1.39322
H 2.15392 2.16270 -0.62048
H -1.03681 -0.48149 2.30645
H -0.02655 -3.27579 -0.65310
H -2.19920 2.56116 0.07650
H 1.31521 2.70304 1.68301
```

HOMO energy in eV: -13.049
Total charge: +1
Multiplicity: 1
HOMO-LUMO gap in eV: 8.716
Total energy in eV: -28174.6783